Entry 1:
Formula: C2H3N2O2
Source: the Open Molecules 2025 dataset
Level of theory: ωB97M-V/def2-TZVPD

Output
Structure (SMILES): O=N[C@@H]1CN1[O-]
LUMO (alpha / beta) (eV): 4.220 / 4.221
HOMO-LUMO gap (alpha / beta) (eV): 6.9 / 6.9

ORCA input file:
```
! wB97M-V def2-TZVPD RIJCOSX def2/J DEFGRID3
* xyz -1 1
C 0.3708 -0.1207 0.4726
C -0.8029 0.6950 -0.1269
N -2.0278 0.4597 0.4394
N 0.3036 1.3372 0.6367
O 1.0909 1.9505 -0.2910
O -2.9842 0.7215 -0.3451
H 0.1261 -0.6134 1.4170
H 1.0048 -0.6822 -0.2555
H -0.9589 0.9264 -1.1115
*
```

=====

Entry 2:
Formula: C2H3N2O2
Source: the Open Molecules 2025 dataset
Level of theory: ωB97M-V/def2-TZVPD

Output
LUMO (eV): -4.648
HOMO-LUMO gap (eV): 12.1

ORCA input file:
```
! wB97M-V def2-TZVPD RIJCOSX def2/J DEFGRID3
* xyz 1 1
C 0.2815 0.1061 -0.0034
C -1.6704 -0.0144 -0.0898
N -0.2633 -1.0811 -0.1048
N 1.4531 0.6312 0.1705
O -2.7252 -0.3403 0.1288
O -0.8122 0.9725 -0.0483
H 0.0831 -2.0563 -0.1576
H 2.2787 0.1728 -0.2605
H 1.3747 1.6096 0.3652
*
```

=====

Entry 3:
Formula: C2H3N2O2
Source: the Open Molecules 2025 dataset
Level of theory: ωB97M-V/def2-TZVPD

Output
LUMO (eV): -4.947
HOMO-LUMO gap (eV): 12.1

ORCA input file:
```
! wB97M-V def2-TZVPD RIJCOSX def2/J DEFGRID3
* xyz 1 1
C 0.5891 -0.5405 -0.2200
C -1.2243 1.3991 0.9275
N 0.7315 0.0673 0.7802
N 0.5597 -0.9776 -1.4126
O -1.1237 1.2980 -0.2163
O -1.3188 1.4853 2.0689
H 0.6796 -0.2260 1.6915
H 1.4398 -1.3636 -1.8178
H -0.3328 -1.1421 -1.8013
*
```

=====

Entry 4:
Formula: C2H3N2O2S
Source: the Open Molecules 2025 dataset
Level of theory: ωB97M-V/def2-TZVPD

Output
LUMO (eV): 3.666
HOMO-LUMO gap (eV): 6.4

ORCA input file:
```
! wB97M-V def2-TZVPD RIJCOSX def2/J DEFGRID3
* xyz -1 1
C -1.9302 -1.1000 -0.9900
C 0.7219 1.3291 1.0565
N -0.8324 -1.1291 -0.5944
N 0.1888 -0.9750 0.1589
O 1.3517 -0.8354 -0.7376
O 0.8815 2.1834 0.1621
S -3.3756 -1.6354 -1.4886
H -0.2283 1.0870 1.2806
H 1.7177 0.0685 -0.5348
H 1.5051 1.0070 1.6875
*
```

=====

Entry 5:
Formula: C2H3N2O2S
Source: the Open Molecules 2025 dataset
Level of theory: ωB97M-V/def2-TZVPD

Output
LUMO (eV): -5.548
HOMO-LUMO gap (eV): 8.9

ORCA input file:
```
! wB97M-V def2-TZVPD RIJCOSX def2/J DEFGRID3
* xyz 1 1
C 0.2659 -1.1866 -1.0341
C -0.2112 -0.0423 -1.4514
N 0.5478 0.8847 2.1993
N 0.1770 0.0346 1.4652
O -0.5590 -0.8731 1.3036
O -1.0613 0.6737 -2.0501
S 1.2514 0.1617 -0.3913
H 0.3111 -2.2515 -1.0779
H 0.1854 0.9690 3.1516
H -0.9070 1.6298 -2.1148
*
```

=====

Entry 6:
Formula: C2H3N2O3
Source: the Open Molecules 2025 dataset
Level of theory: ωB97M-V/def2-TZVPD

Output
LUMO (alpha / beta) (eV): 3.755 / 3.754
HOMO-LUMO gap (alpha / beta) (eV): 6.8 / 6.8

ORCA input file:
```
! wB97M-V def2-TZVPD RIJCOSX def2/J DEFGRID3
* xyz -1 1
C -0.7315 0.9372 -0.3385
C 1.4904 0.1768 0.3071
N -1.3892 -0.2459 -0.4457
N -2.1048 -0.7047 0.5527
O -2.6449 -1.8590 0.4114
O 1.8216 -1.0121 0.4184
O 2.2597 1.2283 0.7259
H -0.6433 1.3191 -1.4470
H -1.2373 -0.9357 -1.1061
H 3.1793 1.0961 0.9218
*
```

=====

no.,energy (eV)
1,-9192.7622
2,-9189.0064
3,-9189.6636
4,-20029.8894
5,-20019.5728
6,-11240.2428